18
Properties=species:S:1:pos:R:3:mulliken_charge:R:1 method="wB97M-V/def2-TZVPD" gap_ha=0.39814 relative_energy_ev=1.991
C -0.77 -0.30 5.70 -0.435
C -1.88 0.44 5.53 -0.476
H -0.22 -0.25 6.66 0.223
H -0.32 -0.81 4.81 0.212
H -2.29 0.72 6.52 0.211
H -2.41 0.47 4.59 0.264
O 2.73 -0.56 -0.87 -0.625
H 2.54 -0.30 0.04 0.296
H 3.40 0.08 -1.13 0.332
O 0.12 0.70 -4.14 -0.678
H 0.70 0.07 -3.68 0.331
H 0.25 0.46 -5.06 0.325
O 2.47 1.74 -2.14 -0.619
H 1.85 1.74 -2.87 0.316
H 2.08 2.11 -1.34 0.316
O -2.46 -1.89 -3.94 -0.610
H -2.42 -2.17 -4.87 0.307
H -3.35 -2.29 -3.82 0.309


18
Properties=species:S:1:pos:R:3:mulliken_charge:R:1 method="wB97M-V/def2-TZVPD" gap_ha=0.38428 relative_energy_ev=1.173
C -1.27 2.91 2.40 -1.005
C -0.01 3.24 1.60 -0.074
O 0.75 2.09 1.21 -0.529
H -1.26 3.49 3.33 0.267
H -2.17 3.25 1.92 0.267
H -1.42 1.90 2.81 0.350
H 0.69 3.87 2.17 0.219
H -0.32 3.80 0.71 0.216
H 0.31 1.27 1.45 0.289
O 0.74 -1.51 -3.24 -0.634
H 0.52 -0.84 -2.60 0.314
H 1.59 -1.92 -3.07 0.325
O -0.43 -4.04 -4.92 -0.636
H 0.01 -3.65 -4.16 0.319
H -1.25 -3.53 -4.99 0.312
O 1.33 -3.28 2.11 -0.634
H 0.60 -2.96 1.57 0.312
H 1.62 -4.10 1.70 0.322


19
Properties=species:S:1:pos:R:3:mulliken_charge:R:1 method="wB97M-V/def2-TZVPD" gap_ha=0.38739 relative_energy_ev=0.089
C -1.66 0.26 0.59 -0.780
C -0.54 0.94 1.32 0.129
O 0.52 1.20 0.81 -0.525
H -1.52 0.38 -0.48 0.173
H -1.74 -0.79 0.86 0.265
H -2.57 0.77 0.89 0.372
H -0.73 1.23 2.37 0.363
O 0.19 -1.30 2.67 -0.604
H 0.67 -1.60 1.88 0.311
H 0.33 -1.97 3.36 0.282
O 1.03 2.21 -1.70 -0.653
H 1.87 2.42 -1.31 0.307
H 0.47 2.29 -0.94 0.336
O 0.60 -0.39 -2.92 -0.706
H 1.55 -0.28 -3.01 0.320
H 0.35 0.41 -2.48 0.369
O 0.57 -1.82 -0.30 -0.598
H 0.47 -1.29 -1.10 0.325
H 0.15 -2.68 -0.51 0.314


19
Properties=species:S:1:pos:R:3:mulliken_charge:R:1 method="wB97M-V/def2-TZVPD" gap_ha=0.40315 total_charge=+1 relative_energy_ev=2.573
N 0.04 0.08 0.93 -0.422
C 0.07 1.65 0.80 -0.386
C -0.40 1.91 -0.70 -0.371
N -0.38 0.76 -1.79 -0.574
H -0.87 -0.31 1.44 0.397
H 0.75 -0.40 1.40 0.306
H -0.22 -0.31 -0.18 0.418
H 1.08 2.06 1.07 0.287
H -0.62 1.99 1.72 0.300
H 0.30 2.66 -1.23 0.348
H -1.46 2.35 -0.66 0.244
H 0.11 1.14 -2.53 0.253
H -1.35 0.51 -2.13 0.216
H 0.35 -2.11 -2.12 0.351
H -1.23 -2.49 -1.60 0.333
O -0.30 -2.27 -1.32 -0.682
H 1.21 -2.53 3.01 0.318
H 1.40 -2.69 1.58 0.356
O 1.52 -2.02 2.31 -0.689


20
Properties=species:S:1:pos:R:3:lowdin_spin:R:1 method="wB97M-V/def2-TZVPD" s2=0.750 gap_ha="0.07524 / 0.33880" multiplicity=2 total_charge=-1 relative_energy_ev=0.708
C 0.25 -0.08 0.38 0.098
C 0.43 -0.20 1.90 0.021
S -0.59 0.67 3.09 0.047
N 1.30 -0.89 -0.26 0.045
H -0.77 -0.33 0.13 0.051
H 0.38 1.02 0.04 0.025
H 0.28 -1.32 2.19 0.004
H 1.52 0.03 2.07 0.003
H -1.50 0.95 2.16 0.008
H 0.99 -1.30 -1.08 0.079
H 2.07 -0.36 -0.56 0.037
H 0.97 -0.46 -5.22 0.065
H -0.25 -0.38 -4.26 0.108
O 0.24 0.14 -4.93 0.232
H 1.52 -2.75 0.97 0.004
H 1.73 -4.21 1.73 0.003
O 2.14 -3.51 1.21 0.025
H -3.54 2.71 -2.64 0.032
H -3.42 3.91 -3.45 0.017
O -2.85 3.34 -2.95 0.097


20
Properties=species:S:1:pos:R:3:mulliken_charge:R:1 method="wB97M-V/def2-TZVPD" gap_ha=0.34147 relative_energy_ev=1.185
N 0.79 1.55 -0.20 -0.599
C 0.24 1.07 1.10 -0.372
C -0.98 0.11 0.90 -0.575
S -1.74 -0.48 2.51 -0.223
H 1.23 0.78 -0.61 0.277
H 0.15 1.72 -0.94 0.209
H -0.23 1.91 1.67 0.338
H 1.00 0.44 1.67 0.256
H -1.74 0.62 0.24 0.360
H -0.64 -0.83 0.47 0.244
H -1.95 0.71 3.09 0.102
O -2.13 -2.47 -3.62 -0.649
H -1.65 -2.96 -4.40 0.329
H -2.60 -3.30 -3.32 0.320
O 2.99 3.72 0.15 -0.675
H 2.37 3.09 -0.21 0.368
H 3.78 3.18 0.24 0.308
O 0.63 -2.58 0.32 -0.631
H 0.21 -3.00 1.10 0.321
H 0.28 -3.30 -0.18 0.294


20
Properties=species:S:1:pos:R:3:mulliken_charge:R:1 method="wB97M-V/def2-TZVPD" gap_ha=0.33928 relative_energy_ev=1.298
C -1.05 -1.73 -0.04 -0.924
C 0.16 -1.40 0.41 0.122
N 1.25 -0.99 -0.35 -0.516
H -1.25 -1.89 -1.08 0.241
H -1.76 -1.91 0.77 0.309
H 0.42 -1.51 1.45 0.364
H 1.06 -1.00 -1.35 0.212
H 1.72 -0.13 -0.13 0.210
O -2.11 1.25 1.95 -0.619
H -2.02 0.36 1.57 0.309
H -1.58 1.26 2.75 0.304
O -1.98 4.04 0.60 -0.656
H -2.45 3.31 1.04 0.335
H -1.05 3.79 0.60 0.310
O 3.30 -3.81 -0.69 -0.647
H 3.09 -2.90 -0.92 0.325
H 3.12 -4.31 -1.49 0.313
O 0.33 2.36 -1.34 -0.612
H 1.12 2.33 -1.89 0.301
H -0.31 2.86 -1.87 0.321


21
Properties=species:S:1:pos:R:3:mulliken_charge:R:1 method="wB97M-V/def2-TZVPD" gap_ha=0.39402 relative_energy_ev=3.315
N 0.94 1.62 -0.18 -0.507
C 1.95 0.47 -0.48 -0.399
C 3.23 0.22 0.25 0.050
O 3.30 0.45 1.46 -0.497
H 0.61 1.29 0.65 0.262
H 1.50 2.41 0.09 0.233
H 2.31 0.60 -1.67 0.317
H 1.53 -0.60 -0.70 0.230
H 4.05 -0.09 -0.46 0.296
O -1.31 -0.96 -1.04 -0.656
H -1.76 -0.07 -1.20 0.424
H -0.68 -0.67 -0.38 0.264
O -0.18 -0.93 1.92 -0.635
H 0.75 -0.87 2.35 0.332
H -0.22 -1.91 1.90 0.317
O -1.98 1.60 -0.61 -0.750
H -2.07 1.45 0.32 0.319
H -1.07 1.97 -0.75 0.394
O -4.05 -2.13 -0.40 -0.649
H -3.78 -1.26 -0.44 0.309
H -3.07 -2.59 -0.62 0.346


21
Properties=species:S:1:pos:R:3:mulliken_charge:R:1 method="wB97M-V/def2-TZVPD" gap_ha=0.33957 relative_energy_ev=2.377
N 0.68 2.18 0.76 -0.619
C 0.52 0.81 1.20 0.169
C 1.77 -0.01 0.87 0.104
O 2.84 0.19 1.39 -0.513
H 1.59 2.52 1.04 0.287
H 0.79 2.27 -0.25 0.247
H -0.27 0.36 0.62 -0.140
H 0.38 0.72 2.28 0.319
H 1.71 -0.48 -0.13 0.237
O -2.29 -1.74 -2.03 -0.670
H -3.01 -1.75 -1.38 0.328
H -1.98 -0.85 -1.80 0.434
O 0.41 -1.87 1.58 -0.584
H 0.77 -2.75 1.78 0.295
H -0.26 -2.14 0.93 0.303
O -2.37 0.84 -0.58 -0.624
H -1.40 0.88 -0.55 0.151
H -2.58 1.78 -0.51 0.304
O -0.29 0.08 -2.14 -0.572
H 0.18 -0.73 -2.34 0.287
H -0.06 0.85 -2.67 0.257


21
Properties=species:S:1:pos:R:3:mulliken_charge:R:1 method="wB97M-V/def2-TZVPD" gap_ha=0.37855 relative_energy_ev=1.802
N 2.22 0.31 0.30 -0.568
C 3.14 0.15 -0.81 -0.368
C 4.58 0.45 -0.43 0.036
O 4.90 1.12 0.51 -0.463
H 1.81 -0.54 0.64 0.267
H 2.65 0.82 1.06 0.212
H 2.92 0.95 -1.53 0.260
H 3.14 -0.84 -1.25 0.318
H 5.31 0.04 -1.16 0.310
O -2.60 -1.64 0.09 -0.697
H -2.88 -0.93 0.70 0.360
H -2.05 -1.08 -0.49 0.327
O -2.27 1.32 1.15 -0.667
H -1.33 1.21 0.88 0.339
H -2.66 1.46 0.28 0.306
O -0.47 0.49 -1.01 -0.654
H -0.52 0.90 -1.88 0.282
H 0.44 0.26 -0.74 0.380
O -5.39 -1.69 1.58 -0.620
H -6.16 -1.20 1.29 0.319
H -4.78 -1.56 0.83 0.322


21
Properties=species:S:1:pos:R:3:mulliken_charge:R:1 method="wB97M-V/def2-TZVPD" gap_ha=0.32422 total_charge=+1 relative_energy_ev=0.000
C 1.53 0.61 1.26 -1.221
N 0.63 -0.43 0.79 0.408
C -0.38 -0.79 1.78 -1.052
P 0.94 -1.50 -0.44 0.011
P 2.85 -0.79 -1.20 -0.188
P -0.29 -0.35 -2.14 -0.012
P -1.18 1.22 -0.91 -0.040
P -3.28 0.62 -1.00 -0.108
H 0.95 1.37 1.78 0.383
H 2.27 0.21 1.95 0.358
H 2.03 1.08 0.42 0.445
H -0.99 -1.62 1.41 0.360
H 0.08 -1.09 2.72 0.326
H -1.03 0.07 1.97 0.348
H 3.56 -1.51 -0.23 0.136
H 2.90 -1.85 -2.12 0.144
H -1.32 -1.12 -2.66 0.164
H 0.09 0.27 -3.33 0.188
H -1.29 2.08 -2.01 0.147
H -3.27 0.06 0.29 0.076
H -3.68 1.86 -0.52 0.124


20
Properties=species:S:1:pos:R:3:mulliken_charge:R:1 method="wB97M-V/def2-TZVPD" gap_ha=0.26375 total_charge=-1 relative_energy_ev=0.918
C 0.83 -2.00 0.41 -1.196
C 0.89 -0.57 0.30 -0.129
S 2.34 0.19 -0.46 -0.531
H 1.57 -2.55 0.97 0.320
H 0.95 -2.28 -0.65 0.276
H -0.15 -2.46 0.71 0.235
H 0.87 -0.08 1.31 0.275
H 0.08 -0.24 -0.31 -0.059
H 1.06 -0.31 -2.32 0.279
H 0.38 0.59 -3.41 0.302
O 0.16 -0.12 -2.81 -0.695
H -1.96 -0.85 1.44 0.298
H -2.26 0.46 1.04 0.385
O -2.51 -0.13 1.80 -0.692
H -0.03 2.06 2.05 0.342
H 0.92 1.67 0.94 0.286
O 0.35 2.42 1.26 -0.733
H -1.04 1.91 -0.16 0.429
H -0.87 0.96 -1.30 0.315
O -1.59 1.35 -0.79 -0.706


20
Properties=species:S:1:pos:R:3:lowdin_spin:R:1 method="wB97M-V/def2-TZVPD" s2=0.756 gap_ha="0.38019 / 0.13849" multiplicity=2
C -1.96 -1.00 -1.00 0.079
O -1.87 -0.45 0.25 0.550
C -0.42 -1.21 -1.36 0.111
H -2.37 -0.17 -1.69 -0.001
H -2.59 -2.01 -1.13 0.030
H 0.42 -0.52 -0.80 0.000
H -0.03 -1.09 -2.43 0.016
H -0.23 -2.22 -0.93 0.007
H 2.42 -0.85 -0.50 0.001
H -0.27 2.34 0.38 0.000
O 2.48 -0.50 0.35 0.126
H 2.06 1.06 -0.06 0.001
H 2.15 1.57 -1.44 0.000
O 1.90 1.85 -0.57 0.011
H 0.40 -1.14 2.24 0.001
H -1.39 1.50 0.94 -0.001
O -1.07 2.43 0.87 0.002
H -1.08 -0.96 0.82 0.001
H 1.22 -0.74 0.95 -0.004
O 0.25 -1.27 1.32 0.071


Max |F| for the records above, in order: 0.05561; 0.02995; 0.02163; 0.12090; 0.06613; 0.07740; 0.02898; 0.11517; 0.04119; 0.02802; 0.01806; 0.07076; 0.06700 Eh/bohr
E for the records above, in order: -10457.00346; -10457.82144; -12506.09321; -9352.06066; -20750.97499; -20751.66128; -11964.16899; -14010.45359; -14011.39214; -14011.96636; -50210.65991; -21311.63201; -12516.74899 eV